{
  "formula": "C40H69MoN15OPS2",
  "method": "ωB97M-V/def2-TZVPD",
  "spin_multiplicity": 3,
  "largest_force_ev_per_a": 1.57,
  "gap_ev": [5.544, 5.709],
  "de_lowest_kj_mol": 230.0,
  "total_charge": 3,
  "total_energy_ev": -99792.1964,
  "lumo_ev": [-9.03, -8.91],
  "species": ["Mo", "S", "C", "N", "N", "C", "C", "C", "C", "C", "C", "N", "N", "C", "C", "C", "C", "C", "C", "H", "H", "H", "H", "H", "H", "H", "H", "H", "H", "H", "C", "N", "C", "C", "N", "C", "C", "C", "C", "C", "C", "N", "C", "N", "C", "C", "N", "C", "C", "N", "C", "C", "H", "H", "H", "H", "H", "H", "H", "H", "H", "H", "H", "H", "H", "H", "H", "H", "H", "H", "H", "H", "H", "H", "H", "H", "H", "H", "H", "H", "C", "C", "N", "C", "S", "N", "C", "C", "H", "H", "H", "H", "H", "H", "H", "H", "H", "H", "H", "H", "C", "N", "C", "P", "O", "N", "C", "C", "N", "C", "C", "H", "H", "H", "H", "H", "H", "H", "H", "H", "H", "H", "H", "H", "H", "H", "H", "H", "H"],
  "coordinates": [[-0.60434, 0.23555, 0.08402], [1.56656, -0.09066, -0.56240], [2.18356, 1.57768, -0.33349], [3.47625, 1.69379, -0.54306], [4.12304, 2.79719, -0.70998], [3.72823, 4.03904, -1.21512], [2.47966, 4.26078, -1.80348], [2.23150, 5.47109, -2.41993], [3.19430, 6.47528, -2.43105], [4.42497, 6.26173, -1.82368], [4.69819, 5.04718, -1.22836], [1.36522, 2.48872, 0.15736], [0.21978, 2.02383, 0.56928], [-0.57570, 3.01666, 1.20154], [-0.43976, 4.36894, 0.87759], [-1.25214, 5.31122, 1.48341], [-2.19774, 4.92500, 2.42547], [-2.32336, 3.58439, 2.76310], [-1.52163, 2.63454, 2.15502], [5.12323, 2.66187, -0.61824], [1.73312, 3.47906, -1.80838], [1.28386, 5.63797, -2.91412], [2.98440, 7.41580, -2.92113], [5.17808, 7.03706, -1.82869], [5.66614, 4.86548, -0.77473], [0.30869, 4.66640, 0.15537], [-1.14797, 6.35569, 1.22134], [-2.82228, 5.66678, 2.90446], [-3.04395, 3.28042, 3.51055], [-1.60594, 1.59567, 2.45154], [-2.88930, 4.28571, -1.89017], [-2.83617, 2.96488, -2.50770], [-3.57389, 2.86423, -3.76197], [-1.83915, 2.06794, -2.23561], [-1.83686, 1.32958, -1.11892], [-3.05508, 1.06878, -0.41173], [-3.99279, 2.02719, -0.02963], [-5.26669, 1.65173, 0.34627], [-5.63424, 0.31321, 0.27572], [-4.68924, -0.65748, 0.00378], [-3.35391, -0.30896, -0.23512], [-2.27882, -1.19094, -0.39956], [-2.46300, -2.53714, -0.23804], [-3.19902, -3.08422, 0.74883], [-3.84818, -4.38578, 0.59553], [-3.54749, -2.42532, 1.99448], [-1.91870, -3.34497, -1.14527], [-1.64333, -2.89750, -2.50154], [-1.43144, -4.69006, -0.87236], [-0.89720, 1.87518, -3.17268], [-0.21049, 0.61510, -3.40949], [-0.56311, 2.94323, -4.11717], [-3.91479, 4.53223, -1.61177], [-2.54699, 5.04308, -2.60277], [-2.24911, 4.32575, -1.01196], [-4.63326, 2.99797, -3.53587], [-3.44621, 1.87790, -4.20396], [-3.29755, 3.63389, -4.48761], [-3.72705, 3.07024, -0.01518], [-5.98401, 2.40420, 0.64333], [-6.66075, 0.02114, 0.45265], [-4.99186, -1.69344, -0.04046], [-3.92106, -4.65521, -0.45400], [-4.85894, -4.31108, 0.99743], [-3.33228, -5.17597, 1.14142], [-3.14250, -1.42559, 2.04154], [-3.15989, -3.01278, 2.83047], [-4.63247, -2.36209, 2.09367], [-2.15656, -3.56038, -3.20146], [-0.57316, -2.94742, -2.70164], [-2.00173, -1.88397, -2.64775], [-1.43332, -4.90054, 0.19221], [-0.39910, -4.73517, -1.22037], [-2.01591, -5.44422, -1.40251], [-0.32711, 0.34817, -4.46201], [-0.63356, -0.17748, -2.79592], [0.85566, 0.69532, -3.19600], [0.24673, 2.59747, -4.75362], [-1.39607, 3.21182, -4.76229], [-0.22944, 3.83330, -3.58290], [-1.57656, -0.00349, 6.84144], [-0.23497, -0.23144, 6.16498], [-0.46446, -0.49236, 4.73367], [0.30455, -0.39283, 3.66933], [-0.45207, -0.95817, 2.17126], [1.56995, -0.03797, 3.63695], [2.50568, 0.17116, 4.75199], [2.72240, 1.64251, 5.07900], [-1.42493, 0.17882, 7.90314], [-2.21839, -0.88152, 6.74669], [-2.08899, 0.86090, 6.41868], [0.26051, -1.09388, 6.61475], [0.39897, 0.64514, 6.28694], [-1.38219, -0.86756, 4.54156], [1.97061, 0.02646, 2.71323], [3.44992, -0.28331, 4.45407], [2.14088, -0.36832, 5.62128], [3.22696, 2.16115, 4.26414], [3.35036, 1.71942, 5.96583], [1.77959, 2.15153, 5.28217], [4.30972, -2.93383, -2.70131], [2.92351, -2.69150, -2.32410], [2.09893, -2.17534, -3.40863], [2.16973, -3.43997, -1.04365], [0.90339, -2.74035, -0.69115], [1.90650, -5.04337, -1.45230], [2.26621, -5.64322, -2.72706], [1.68453, -6.00112, -0.37722], [3.21081, -3.48375, 0.24170], [4.39292, -4.32996, 0.29985], [2.96642, -2.69627, 1.43524], [4.66556, -2.07458, -3.27193], [4.43596, -3.82533, -3.32370], [4.93452, -3.02608, -1.81748], [2.50548, -1.21828, -3.74974], [1.08982, -2.01458, -3.03499], [2.05834, -2.84929, -4.27153], [3.15645, -6.27517, -2.63886], [1.44782, -6.27290, -3.08593], [2.45198, -4.87458, -3.47258], [2.56914, -6.62348, -0.20809], [0.85280, -6.66508, -0.62741], [1.44516, -5.46932, 0.54319], [4.48999, -4.91584, -0.61244], [4.32752, -5.01996, 1.14601], [5.29650, -3.72731, 0.42742], [1.96840, -2.26328, 1.37541], [3.70834, -1.89350, 1.54295], [3.02210, -3.33469, 2.32275]]
}

***

{
  "formula": "C40H69N2O5PPdTe",
  "method": "ωB97M-V/def2-TZVPD",
  "spin_multiplicity": 5,
  "largest_force_ev_per_a": 1.76,
  "gap_ev": [7.327, 4.967],
  "de_lowest_kj_mol": 0.0,
  "total_energy_ev": -75878.7179,
  "lumo_ev": [0.39, -2.09],
  "species": ["Pd", "C", "N", "C", "C", "C", "N", "C", "C", "C", "C", "C", "C", "C", "O", "C", "C", "C", "C", "C", "C", "C", "C", "C", "C", "C", "C", "C", "C", "C", "O", "C", "C", "C", "C", "C", "C", "C", "C", "H", "H", "H", "H", "H", "H", "H", "H", "H", "H", "H", "H", "H", "H", "H", "H", "H", "H", "H", "H", "H", "H", "H", "H", "H", "H", "H", "H", "H", "H", "H", "H", "H", "H", "H", "H", "H", "H", "H", "H", "H", "H", "H", "H", "H", "H", "H", "H", "H", "H", "H", "H", "H", "H", "Te", "C", "C", "O", "P", "O", "C", "C", "O", "C", "C", "H", "H", "H", "H", "H", "H", "H", "H", "H", "H", "H", "H", "H", "H", "H"],
  "coordinates": [[0.53308, -1.07063, -1.38215], [0.60079, -2.10799, -3.97653], [-0.54023, -1.56472, -3.22988], [-1.64765, -2.51743, -3.02093], [-1.03688, -0.29108, -3.81603], [-0.09613, 0.88527, -3.56490], [0.25131, 0.95391, -2.14236], [1.63119, 1.53661, -2.03530], [2.01564, 1.89831, -0.64859], [2.15493, 3.24975, -0.34168], [2.44961, 3.68542, 0.91218], [2.54620, 2.69887, 1.92351], [2.37449, 1.32914, 1.67837], [2.12692, 0.91795, 0.35207], [1.91171, -0.35517, 0.04575], [2.27296, 0.30734, 2.84033], [2.56652, 0.93625, 4.19947], [0.84250, -0.24056, 2.86698], [3.23457, -0.91188, 2.66776], [2.54967, 5.13049, 1.25541], [3.92067, 5.37907, 1.92505], [1.46938, 5.53517, 2.23964], [2.40409, 6.00508, 0.02352], [-0.75049, 1.65920, -1.27250], [-2.08738, 1.08210, -0.96984], [-3.15236, 2.00076, -1.07982], [-4.36482, 1.78698, -0.44933], [-4.51096, 0.56174, 0.24361], [-3.54814, -0.42116, 0.31100], [-2.28638, -0.12869, -0.30452], [-1.27256, -1.00109, -0.15815], [-3.81868, -1.71207, 1.09482], [-5.24178, -1.79488, 1.65744], [-3.64198, -2.93251, 0.17301], [-2.86193, -1.82051, 2.29192], [-5.43545, 2.89804, -0.41971], [-6.64559, 2.57677, 0.46107], [-5.97799, 3.12854, -1.84381], [-4.87384, 4.24677, 0.03746], [0.35993, -2.30742, -5.04709], [0.88013, -3.03337, -3.49179], [1.44931, -1.39946, -3.92279], [-2.14347, -2.78933, -3.96426], [-2.38024, -2.09274, -2.32861], [-1.26914, -3.41330, -2.53463], [-2.01903, -0.12086, -3.39820], [-1.14813, -0.48319, -4.88444], [-0.51979, 1.83677, -3.93432], [0.81955, 0.73421, -4.11434], [1.66049, 2.41072, -2.66450], [2.31628, 0.79333, -2.48942], [2.07005, 3.96942, -1.14555], [2.73939, 3.00857, 2.94830], [1.91065, 1.78615, 4.38561], [3.59667, 1.27781, 4.25313], [2.40242, 0.16093, 4.95533], [0.17439, 0.52733, 3.25756], [0.81865, -1.09642, 3.56932], [0.52616, -0.55249, 1.89763], [4.25588, -0.56826, 2.68046], [3.05370, -1.39816, 1.70452], [3.00859, -1.60282, 3.49302], [4.06335, 4.70108, 2.77225], [3.96600, 6.39292, 2.33281], [4.73583, 5.24604, 1.20691], [1.50802, 4.98918, 3.17490], [0.50848, 5.37857, 1.79681], [1.55579, 6.61396, 2.48758], [3.11104, 5.73515, -0.76947], [2.63015, 7.03956, 0.34368], [1.37384, 5.97502, -0.36822], [-0.84786, 2.69479, -1.64226], [-0.23444, 1.71960, -0.30059], [-3.01078, 2.94385, -1.56858], [-5.48078, 0.41451, 0.72338], [-5.97884, -1.79488, 0.84157], [-5.42503, -1.02733, 2.38665], [-5.39096, -2.75675, 2.14582], [-4.36714, -2.88949, -0.64286], [-3.84624, -3.86789, 0.72220], [-2.62542, -2.92363, -0.21361], [-3.07051, -1.05445, 3.01180], [-1.79724, -1.72207, 1.94214], [-2.94038, -2.80090, 2.78962], [-7.09959, 1.61262, 0.21092], [-7.40506, 3.35096, 0.34438], [-6.29397, 2.53549, 1.46726], [-6.53561, 2.27922, -2.25534], [-5.19052, 3.35011, -2.58148], [-6.63423, 4.02871, -1.86180], [-4.48290, 4.22842, 1.05535], [-5.63005, 5.04629, -0.02547], [-4.05989, 4.51535, -0.64081], [0.46057, -6.30918, -2.80588], [3.56095, -6.93287, 0.45242], [4.35139, -5.86590, -0.27298], [3.69201, -4.55852, -0.16915], [2.72340, -4.00876, -1.36318], [3.22696, -2.44415, -1.37934], [4.55397, -2.19630, -1.86327], [5.42289, -1.51203, -0.83098], [1.30251, -3.70796, -0.61410], [1.09472, -3.44666, 0.82459], [-0.12345, -4.28454, 1.17632], [4.13348, -7.87375, 0.48544], [2.61704, -7.09795, -0.05888], [3.30137, -6.61663, 1.48972], [4.53909, -6.11522, -1.31213], [5.29002, -5.71504, 0.22699], [4.45988, -1.63307, -2.78749], [5.01090, -3.16863, -2.12841], [5.03335, -0.53061, -0.57965], [6.43341, -1.38121, -1.26022], [5.42639, -2.14365, 0.03844], [0.93470, -2.38539, 0.93806], [1.97973, -3.70825, 1.41804], [-0.88686, -4.03747, 0.45150], [-0.44010, -4.11298, 2.20641], [0.16919, -5.33387, 1.06294]]
}